# 1
This record from the OMol25 dataset describes an isolated molecule of C9H14O2 in a non-equilibrium geometry. The level of theory is ωB97M-V with the def2-TZVPD basis set.

Structure (XYZ):
```
25
Properties=species:S:1:pos:R:3:forces:R:3:lowdin_charge:R:1
C -2.97885 1.04240 0.40693 5.301 -2.522 -3.696 -0.057
C -1.81594 1.27147 -0.40408 -1.845 -0.530 1.400 0.018
C -0.96326 -0.01512 -0.57905 4.130 2.378 -3.724 -0.363
C 0.41115 0.02191 0.16470 -0.304 -0.316 1.378 -0.265
C 1.18518 -1.26553 -0.27998 2.496 -2.705 2.056 -0.149
C 2.71293 -0.96486 0.54782 0.573 0.080 1.556 -0.179
C 2.76052 0.42404 -0.24648 5.365 -1.776 -2.721 -0.352
C 1.53970 1.24466 0.03312 -0.431 1.226 -0.623 -0.169
O -1.55018 -1.26569 -0.27380 1.992 1.338 0.606 -0.099
O -2.84642 -1.05709 -0.58351 -4.151 -1.566 1.009 -0.158
C -3.49176 -0.39463 0.55462 -1.319 -1.163 0.500 -0.167
H -3.78463 1.55683 0.61468 -3.142 4.317 1.017 0.022
H -1.36044 2.27571 -1.00242 -1.656 -2.881 2.294 0.173
H -0.42421 -0.03608 -1.72465 -2.348 0.072 2.170 0.196
H 0.01883 -0.13007 1.24387 1.385 0.300 -1.234 0.162
H 0.59179 -2.29192 0.01020 1.654 2.691 -0.808 0.148
H 1.72801 -1.30747 -1.32616 -2.503 -0.179 1.756 0.108
H 3.80070 -1.68537 0.61034 -3.488 1.883 -1.430 0.150
H 2.68626 -0.83812 1.73175 -0.859 0.091 -2.424 0.096
H 3.93423 0.98351 -0.28695 -3.692 -1.273 0.573 0.166
H 2.72224 -0.07759 -1.35309 0.411 2.176 2.221 0.106
H 1.86914 1.88086 0.95006 -1.645 -1.187 -1.115 0.123
H 1.36429 2.04798 -0.85224 0.084 -2.030 1.984 0.137
H -3.35272 -0.83029 1.69298 0.172 0.500 -3.085 0.160
H -4.75656 -0.58954 0.35133 3.821 1.076 0.338 0.191
```
Positions in Å, forces in eV/Å.

## Properties
Energy = -13644.03256 eV
Highest occupied orbital energy = -9.11 eV
ΔE to the lowest compared entry with this formula, charge and spin = 1121.54 kJ/mol
LUMO energy = 0.9 eV
Molecular weight = 154.209 g mol⁻¹



# 2
This record from the OMol25 dataset describes C9H14O4S2 as an isolated structure in a non-equilibrium geometry. The level of theory is ωB97M-V with the def2-TZVPD basis set.

Structure (XYZ):
```
29
Properties=species:S:1:pos:R:3:forces:R:3:lowdin_charge:R:1
C -3.12628 -1.01798 -1.16135 -2.249 0.807 0.175 0.059
C -1.93162 -0.57468 -1.51971 0.551 -0.389 -0.683 -0.199
C -1.72628 0.86477 1.23615 0.157 1.931 -2.327 -0.187
C -1.77126 1.58367 -0.12462 1.888 -0.061 -1.077 -0.186
C -0.30624 0.81300 1.66573 1.182 -1.103 -1.225 -0.192
C 3.16004 -0.39361 -0.73937 0.201 -0.687 1.938 -0.196
C 2.82050 -1.64005 0.13321 -3.771 0.342 -2.142 -0.172
C -1.32612 0.66990 -1.25541 1.326 2.061 2.055 -0.008
C 0.53000 0.22418 0.49898 0.487 -0.228 -0.924 -0.323
O 1.96928 2.12597 -0.82818 -0.221 -1.270 -0.368 -0.333
O 2.71967 1.30345 1.29165 1.066 -0.425 1.375 -0.306
O 0.24907 -2.02052 -0.64596 0.295 -1.452 -0.601 -0.336
O 0.50449 -1.96108 1.83849 0.474 -0.914 0.061 -0.307
S 2.11329 0.97293 0.04506 -0.625 1.746 -0.856 0.639
S 0.89077 -1.51592 0.52837 0.374 1.884 0.323 0.660
H -3.50306 -2.00298 -1.31054 0.458 -0.847 -0.490 0.058
H -4.00311 -0.40115 -0.88184 1.072 0.196 0.515 0.088
H -1.29861 -1.21894 -2.08895 0.259 -0.610 -0.110 0.094
H -2.18214 1.52974 1.88789 -1.411 0.921 1.613 0.096
H -2.33745 0.01578 1.06322 0.034 -1.365 0.628 0.100
H -2.76280 1.87029 -0.32830 -1.587 0.572 -0.255 0.099
H -1.10836 2.49968 -0.19052 -0.806 -0.930 0.407 0.140
H 0.03404 1.79765 1.93296 0.219 0.532 -0.142 0.121
H -0.29535 0.24189 2.56882 0.743 -0.784 0.487 0.110
H 4.25127 -0.15549 -0.56920 -1.345 0.288 0.013 0.124
H 3.03199 -0.54495 -1.78361 -0.664 0.160 -0.799 0.082
H 2.71051 -2.65052 -0.29551 0.821 0.599 -0.274 0.100
H 3.35645 -1.60054 0.99754 1.250 -0.168 2.561 0.052
H -0.66269 1.18551 -1.96499 -0.179 -0.809 0.120 0.123
```
Positions in Å, forces in eV/Å.

## Properties
Energy = -39414.48516 eV
Highest occupied orbital energy (spin up / spin down) = -8.76 / -8.17 eV
ΔE to the lowest compared entry with this formula, charge and spin = 459.38 kJ/mol
LUMO energy (spin up / spin down) = -1.0 / -1.5 eV
Molecular weight = 250.341 g mol⁻¹



# 3
This record from the OMol25 dataset describes a 2-piece molecular cluster, C9H14OS overall in a non-equilibrium geometry. The level of theory is ωB97M-V with the def2-TZVPD basis set.

Structure (XYZ):
```
25
Properties=species:S:1:pos:R:3:forces:R:3:lowdin_charge:R:1
C 1.69733 -1.83881 0.89788 1.993 -3.768 -2.676 -0.137
C -0.61358 -1.34497 0.67024 -1.237 -0.232 0.478 -0.151
C 0.60295 -1.01559 1.21804 -2.265 3.096 1.400 -0.473
C -1.84454 -0.71949 1.20613 3.454 1.027 0.751 -0.075
C -1.66471 0.33986 2.11991 1.347 -0.973 -1.166 -0.432
C 0.68574 0.15233 2.00857 3.043 -1.488 -1.173 -0.169
C -0.40322 0.88422 2.45518 -1.142 0.532 1.177 -0.134
O -2.68959 0.92017 2.75071 -3.555 0.229 -0.334 -0.013
H -0.64225 -2.24582 0.05322 -0.404 0.125 0.117 0.077
H -2.70530 -1.10025 0.78506 -2.302 -0.216 -0.344 0.035
H 2.63281 -1.78274 1.40671 0.557 0.600 0.743 0.052
H 1.95396 -1.81159 -0.20448 -0.121 0.183 0.713 0.085
H 1.70820 0.57496 2.04874 -0.373 -0.264 0.624 0.085
H -3.51128 0.62132 2.25943 1.317 0.537 1.075 0.120
H -0.24011 1.52138 3.37903 -0.694 -0.559 -1.306 0.094
H 1.37177 -2.92899 1.00016 0.438 1.098 0.060 0.093
C 0.86443 1.09062 -1.33019 2.291 3.337 0.637 -0.475
C -0.18112 0.96345 -4.01234 2.947 -0.021 -1.811 -0.503
S -0.41974 0.46037 -2.34313 -1.201 -1.854 0.752 0.742
H 0.60309 2.12228 -0.88051 0.098 -1.522 -0.630 0.059
H 1.12841 0.48728 -0.46204 -0.670 -0.417 -0.163 -0.011
H 1.87580 1.30569 -1.80850 -1.258 -0.540 -0.119 0.052
H 0.87418 1.38369 -4.15537 -1.120 -0.757 0.206 0.049
H -0.77983 1.79757 -4.23619 -1.139 0.964 -0.519 -0.020
H -0.30339 0.16308 -4.82625 -0.005 0.887 1.506 0.051
```
Positions in Å, forces in eV/Å.

## Properties
Energy = -22439.88620 eV
Highest occupied orbital energy (spin up / spin down) = 0.60 / -3.21 eV
ΔE to the lowest compared entry with this formula, charge and spin = 162.16 kJ/mol
LUMO energy (spin up / spin down) = 3.1 / 3.1 eV
Multiplicity = 2
Molecular weight = 170.277 g mol⁻¹
Net charge = -1